Entry 1:
Here is a 2-piece molecular cluster, C3H11N2 overall from OMol25. Energies are from ωB97M-V with the def2-TZVPD basis set.

As for the expectation value of S²: 0.76. As for the multiplicity: 2. Its total charge is +2. For the lowest unoccupied orbital energy (spin up / spin down), the calculation gives -9.611 / -14.315 eV.

```
16
Properties=species:S:1:pos:R:3:lowdin_charge:R:1
C -1.60496 -1.08612 -0.49271 0.0601
C -0.53391 0.70146 -1.81758 0.2125
N -0.56687 -0.10763 -0.87523 0.0514
H -1.86797 -0.93355 0.55431 0.1216
H -1.23613 -2.10381 -0.58887 0.1285
H -2.44526 -0.95242 -1.16811 0.1425
H -1.39071 0.85793 -2.48494 0.1785
H 0.33523 1.32066 -2.03970 0.1596
H 0.52952 -0.16274 0.04406 0.0842
C 1.07492 0.84412 1.85418 -0.0003
N 1.29660 -0.24597 0.87186 0.1422
H 0.07932 0.75793 2.27408 0.1084
H 1.19834 1.81308 1.38929 0.1105
H 1.78467 0.72587 2.68517 0.1327
H 2.28022 -0.32385 0.57581 0.1898
H 1.11180 -1.14638 1.33167 0.1778
```

Entry 2:
Here is a 2-piece molecular cluster, C3H11N2O overall from OMol25. Energies are from ωB97M-V with the def2-TZVPD basis set.

As for the expectation value of S²: 0.75. As for the multiplicity: 2. For the lowest unoccupied orbital energy (spin up / spin down), the calculation gives 0.984 / 0.289 eV.

```
17
Properties=species:S:1:pos:R:3:lowdin_charge:R:1
N -2.39096 0.98341 1.61327 0.0216
C 0.57015 -0.08482 -1.26625 -0.0498
C -0.34898 -0.84111 -0.37278 -0.2900
O -1.77370 -0.77008 -0.53267 -0.0970
C 2.02139 -0.04386 -0.96831 -0.3036
N 2.44821 0.26479 0.41311 -0.0112
H -2.51248 1.70468 2.31062 0.0023
H -2.63920 0.10719 2.03261 0.0097
H -2.86577 1.33298 0.80090 0.0063
H 0.10843 0.65218 -1.91516 0.0954
H -0.09882 -1.91074 -0.39086 0.1217
H -0.22391 -0.44498 0.64895 0.0981
H -1.90802 -0.68778 -1.48517 0.0784
H 2.61224 0.62979 -1.59467 0.0967
H 2.46196 -1.02717 -1.22364 0.1128
H 1.65597 0.58634 0.95299 0.0498
H 2.88350 -0.45080 0.97707 0.0589
```

Entry 3:
Here is a 2-piece molecular cluster, C3H11N2O overall from OMol25. Energies are from ωB97M-V with the def2-TZVPD basis set.

As for the multiplicity: 1. Its total charge is +1. For the lowest unoccupied orbital energy, the calculation gives -4.029 eV.

```
17
Properties=species:S:1:pos:R:3:lowdin_charge:R:1
C -1.06499 -1.27818 -1.05523 -0.0686
C 0.43076 -1.08818 -0.88905 -0.1821
N 0.84630 -0.73276 0.51517 0.0959
C 0.14850 0.04777 1.27712 -0.1649
N 0.67262 0.72341 2.30415 0.1641
H -1.45454 -1.80066 -0.18279 0.0885
H -1.18438 -1.97770 -1.87197 0.0894
H -1.59023 -0.34030 -1.17126 0.0666
H 0.86502 -0.30617 -1.49822 0.1153
H 0.95398 -2.02010 -1.08576 0.1251
H 1.83754 -0.47131 0.49642 0.1750
H -0.87916 0.22707 0.97340 0.1464
H 1.48391 1.31907 2.24788 0.1312
H 0.18539 0.75135 3.19011 0.1319
H 0.32815 2.52987 -1.03723 0.0596
H -1.14112 2.45234 -1.33653 0.0733
O -0.43774 1.96447 -0.87620 -0.0465
```

Entry 4:
Here is a 2-piece molecular cluster, C3H11N2O overall from OMol25. Energies are from ωB97M-V with the def2-TZVPD basis set.

As for the expectation value of S²: 0.79. As for the multiplicity: 2. Its total charge is +2. For the lowest unoccupied orbital energy (spin up / spin down), the calculation gives -10.633 / -14.671 eV.

```
17
Properties=species:S:1:pos:R:3:lowdin_charge:R:1
C -2.17269 -0.13310 0.80270 -0.0350
C -0.85346 0.47351 1.12976 -0.1356
N 1.79127 -0.26712 -0.43958 0.3878
C 1.29154 -0.86582 0.64835 0.0300
N 0.25347 -0.50701 1.36032 0.2334
H -2.78292 0.09177 1.72639 0.1266
H -2.15567 -1.16911 0.71773 0.0691
H -2.77639 0.22307 -0.04912 0.1266
H -0.91714 1.37188 1.83212 0.1961
H -0.51750 0.86058 0.14506 0.1210
H 1.36249 -0.13727 -1.37959 0.1223
H 2.83055 -0.14967 -0.48473 0.2178
H 2.15424 -1.38624 0.96945 0.1813
H 0.17037 -0.79404 2.32600 0.2060
H 0.72338 0.05644 -3.44382 0.1003
H 1.02572 1.57096 -3.08986 0.1013
O 0.57274 0.76117 -2.77119 -0.0492
```

Entry 5:
Here is a 2-piece molecular cluster, C3H11N2O2 overall from OMol25. Energies are from ωB97M-V with the def2-TZVPD basis set.

As for the expectation value of S²: 0.76. As for the multiplicity: 2. Its total charge is +2. For the lowest unoccupied orbital energy (spin up / spin down), the calculation gives -8.022 / -12.512 eV.

```
18
Properties=species:S:1:pos:R:3:lowdin_charge:R:1
C 0.24952 1.24437 0.68880 -0.0750
C -0.11177 0.82737 -0.75786 -0.0212
C 0.87905 -0.16069 -1.34265 -0.3651
N 2.09481 0.15565 -1.67329 0.3061
O 0.42863 -1.33432 -1.49626 0.3795
N -0.90974 0.97711 1.62664 0.1936
H 0.38212 2.31022 0.75130 0.1421
H 1.11643 0.68837 1.05250 0.1499
H -1.11796 0.45293 -0.88096 0.1436
H -0.09603 1.67803 -1.44585 0.1611
H 2.39617 1.12000 -1.57116 0.1743
H 2.75841 -0.47587 -2.12033 0.1860
H -0.69794 1.34647 2.55634 0.1849
H -1.18958 -0.03445 1.71647 0.1037
H -1.70482 1.52755 1.29675 0.1799
H -1.77134 -2.03237 2.55786 0.0938
H -2.40012 -2.13268 1.18261 0.0905
O -2.06655 -1.48323 1.81649 -0.0276
```

Entry 6:
Here is a 4-piece molecular cluster, C3H11N2O3 overall from OMol25. Energies are from ωB97M-V with the def2-TZVPD basis set.

As for the multiplicity: 1. Its total charge is +1. For the lowest unoccupied orbital energy, the calculation gives -2.480 eV.

```
19
Properties=species:S:1:pos:R:3:lowdin_charge:R:1
C -1.38032 0.80352 0.36886 -0.0414
C -2.22244 -0.26258 0.38522 -0.0218
N -1.47998 -1.33160 -0.06929 0.0994
C -0.23412 -0.91899 -0.33003 -0.0614
N -0.15787 0.37747 -0.08802 0.0928
H -1.46300 1.83774 0.65733 0.1316
H -3.19298 -0.48156 0.79489 0.1312
H -1.61638 -2.33450 -0.16587 0.0961
H 0.54709 -1.60582 -0.60714 0.1620
H 0.67059 1.03802 -0.28791 0.1101
H 1.37703 2.65407 -1.64055 0.0818
H 2.49045 2.29228 -0.59415 0.0244
O 1.65256 2.00405 -0.99398 -0.0334
H 4.04235 3.43364 0.69052 0.0699
H 2.70853 3.14905 1.32190 0.0780
O 3.42576 2.71078 0.82757 -0.0356
H -2.30186 -4.38958 0.45364 0.0737
H -1.18633 -4.89121 -0.50001 0.0939
O -1.67908 -4.08479 -0.22297 -0.0511
```

Entry 7:
Here is a 2-piece molecular cluster, C3H11N2O3 overall from OMol25. Energies are from ωB97M-V with the def2-TZVPD basis set.

As for the multiplicity: 1. Its total charge is +1. For the lowest unoccupied orbital energy, the calculation gives -3.142 eV.

```
19
Properties=species:S:1:pos:R:3:lowdin_charge:R:1
N 0.06163 -1.79138 1.11018 0.2452
C 0.03895 -0.54642 0.24478 -0.1769
C 1.11384 0.41586 0.78261 -0.1712
O 2.36281 -0.25524 0.80869 -0.0398
C -1.36590 0.07807 0.21523 -0.4882
N -1.52720 1.19675 -0.50949 0.2194
O -2.22928 -0.49466 0.84953 0.0820
H -0.64519 -1.66916 1.84696 0.1694
H -0.16070 -2.62330 0.56696 0.1801
H 0.99788 -1.89453 1.51093 0.1631
H 0.30137 -0.92562 -0.73955 0.1598
H 1.09370 1.23838 0.04361 0.1335
H 0.98314 0.55035 1.84981 0.1445
H 2.97957 0.13203 0.19983 0.0978
H -2.45140 1.57926 -0.60513 0.1359
H -0.78577 1.57488 -1.07385 0.0850
H 0.60445 2.01356 -3.18144 0.0571
H 1.32393 0.64777 -3.41198 0.0526
O 0.80816 1.15896 -2.78334 -0.0495
```

Entry 8:
Here is a 2-piece molecular cluster, C3H11N2OS overall from OMol25. Energies are from ωB97M-V with the def2-TZVPD basis set.

As for the multiplicity: 1. Its total charge is -1. For the lowest unoccupied orbital energy, the calculation gives 4.091 eV.

```
18
Properties=species:S:1:pos:R:3:lowdin_charge:R:1
C -2.59323 0.53117 0.47652 -0.3937
C -1.72258 -0.36069 1.39498 -0.7186
S 0.06485 -0.05011 1.25356 0.3358
N -2.24356 0.38078 -0.97449 -0.0666
H -2.37120 1.59163 0.72801 0.0821
H -3.67845 0.21756 0.67995 0.1000
H -1.91382 -1.41335 1.28869 0.0257
H -2.02116 -0.09255 2.43492 0.0338
H -1.20700 0.30062 -1.01016 0.0131
H -2.59048 1.18518 -1.53331 0.0484
N 2.69559 0.74713 -0.55323 -0.0276
C 2.06074 -0.03212 -1.58328 -0.4197
O 1.56838 -1.28221 -1.15116 -0.1758
H 2.04128 1.15824 0.13919 -0.0059
H 3.35584 0.22558 0.02609 0.0615
H 1.23452 0.55801 -2.00363 0.0957
H 2.77976 -0.28661 -2.36814 0.0940
H 1.15230 -1.11039 -0.26464 -0.0822
```

Summary of ΔE to the lowest compared entry with this formula, charge and spin in kJ/mol
230.8, 50.1, 134.4, 341.6, 0.0, 27.5, 98.0, 37.0
(order as listed above)
Summary of E in hartree
-229.61194, -305.55275, -305.40153, -304.82343, -380.20360, -455.94345, -455.91661, -703.86999
(order as listed above)